118
Properties=species:S:1:pos:R:3:forces:R:3:mulliken_charge:R:1 method="wB97M-V/def2-TZVPD" energy_ha=-3724.218959 homo_lumo_gap_ev=7.2 charge=-1 lumo_energy_ev=1.20 homo_ha=-0.2207
C 6.664 -1.787 0.956 -0.02 0.62 -0.13 -1.159
C 6.028 -0.979 -0.206 -0.07 -0.55 0.60 0.022
C 5.174 -1.905 -1.074 0.28 0.25 -0.56 -0.870
C 4.679 -1.273 -2.381 -0.14 0.43 0.42 -0.560
C 3.996 0.108 -2.208 0.00 -0.36 -0.30 -0.722
C 2.593 0.219 -2.858 0.71 0.34 0.32 -0.393
C 2.435 1.522 -3.654 -0.50 -0.17 -0.17 -0.904
C 1.004 2.065 -3.701 0.27 0.04 0.75 -0.711
C 0.498 2.567 -2.340 -0.04 -0.40 -0.28 -0.218
C -0.995 2.892 -2.408 0.56 0.42 0.02 -0.998
C -1.507 3.741 -1.246 -0.59 -0.72 -0.10 -0.719
C -1.925 2.910 -0.009 0.21 0.44 -0.49 -0.676
C -3.440 2.716 0.057 0.19 0.16 0.31 -0.083
C -3.932 2.233 1.421 -0.32 -0.32 -0.02 -1.073
C -3.929 0.708 1.586 0.36 0.41 -0.01 -0.655
C -4.976 0.034 0.689 0.48 0.17 -0.06 -1.074
S -6.136 -0.996 1.596 0.05 -0.98 1.39 1.380
O -5.791 -2.365 1.267 -0.10 0.20 -0.77 -0.692
O -5.978 -0.761 3.020 -0.17 0.70 -0.05 -0.818
N -7.649 -0.573 1.246 0.65 -0.03 -0.86 -0.318
S -8.007 -0.432 -0.307 -0.08 0.25 0.31 1.082
O -7.881 0.935 -0.780 -0.09 0.12 0.02 -0.678
O -7.408 -1.418 -1.181 -0.04 -0.26 -0.04 -0.685
C -9.766 -0.759 -0.221 0.39 0.40 -0.07 -0.915
C -10.364 -0.672 -1.615 -0.65 -0.82 0.15 -0.286
C -10.467 -2.035 -2.323 0.22 0.44 -0.03 -0.943
I -12.400 0.105 -1.379 0.14 0.12 -0.10 -0.040
H 7.753 -1.747 0.904 0.06 -0.22 0.01 0.090
H 6.337 -2.824 0.942 0.08 -0.10 0.02 0.347
H 6.380 -1.355 1.916 0.01 -0.11 0.09 0.359
H 6.806 -0.508 -0.807 -0.34 0.00 0.11 0.146
H 5.413 -0.198 0.239 -0.01 0.15 -0.17 0.413
H 4.327 -2.300 -0.508 0.03 -0.01 0.16 0.344
H 5.826 -2.740 -1.346 -0.17 -0.22 0.05 0.362
H 5.543 -1.149 -3.032 -0.02 -0.08 -0.14 0.173
H 3.968 -1.939 -2.871 0.12 -0.20 -0.02 0.454
H 4.659 0.855 -2.645 -0.03 0.12 0.02 0.305
H 3.911 0.360 -1.152 0.00 0.03 0.05 0.204
H 1.859 0.163 -2.056 -0.20 -0.10 -0.11 0.150
H 2.448 -0.638 -3.514 -0.21 0.00 -0.07 0.489
H 3.086 2.302 -3.254 0.09 -0.01 0.07 0.418
H 2.758 1.311 -4.677 0.18 0.20 -0.03 0.335
H 0.960 2.920 -4.378 -0.14 -0.20 -0.32 0.358
H 0.330 1.268 -4.026 -0.08 0.10 -0.31 0.317
H 1.069 3.447 -2.035 0.00 0.08 -0.02 0.263
H 0.691 1.792 -1.595 -0.08 0.09 0.19 0.169
H -1.551 1.955 -2.497 -0.17 0.03 0.03 0.266
H -1.154 3.446 -3.339 -0.08 -0.04 -0.06 0.421
H -0.797 4.520 -0.974 0.16 -0.03 -0.07 0.463
H -2.400 4.258 -1.586 0.02 0.18 -0.04 0.388
H -1.410 1.947 -0.058 0.05 -0.05 0.30 0.229
H -1.593 3.453 0.877 -0.03 -0.20 0.19 0.384
H -3.893 3.686 -0.153 -0.06 0.01 -0.07 0.095
H -3.761 2.033 -0.733 -0.08 0.01 -0.05 0.285
H -3.335 2.688 2.215 0.08 0.06 -0.02 0.572
H -4.961 2.564 1.587 -0.02 0.07 -0.03 0.307
H -2.938 0.328 1.325 0.03 -0.05 0.01 0.253
H -4.079 0.478 2.637 -0.20 -0.20 -0.03 0.492
H -5.505 0.773 0.090 -0.26 -0.03 0.11 0.351
H -4.479 -0.645 0.002 -0.23 -0.15 -0.08 0.390
H -9.876 -1.738 0.238 -0.19 -0.05 -0.04 0.317
H -10.159 0.005 0.443 0.06 -0.01 0.10 0.484
H -9.843 0.042 -2.240 -0.12 0.28 0.13 0.481
H -11.419 -2.148 -2.830 0.03 -0.07 -0.14 0.415
H -9.662 -2.092 -3.054 0.06 -0.20 0.02 0.237
H -10.353 -2.849 -1.611 0.00 -0.06 0.02 0.227
C 12.246 -1.947 -2.169 0.00 0.26 -0.21 -1.614
C 10.807 -1.915 -1.726 0.34 0.04 -0.14 1.051
C 9.932 -3.005 -2.294 -0.09 -0.16 0.11 -0.461
O 8.639 -2.382 -2.283 0.07 -0.04 -0.09 -0.255
C 8.828 -1.046 -2.379 -0.02 0.02 0.02 0.609
O 7.955 -0.260 -2.563 0.20 0.13 -0.28 -0.530
O 10.134 -0.734 -2.220 -0.06 -0.09 0.02 -0.420
H 12.748 -2.823 -1.760 -0.03 -0.01 0.03 0.371
H 12.319 -1.971 -3.258 -0.03 -0.06 0.00 0.393
H 12.769 -1.053 -1.830 0.01 -0.05 0.09 0.354
H 10.743 -1.900 -0.641 -0.08 -0.02 0.03 -0.054
H 9.926 -3.907 -1.690 -0.17 0.06 0.09 0.250
H 10.187 -3.254 -3.327 0.07 0.06 0.00 0.333
C -6.535 8.672 0.771 0.20 0.20 -0.12 -1.493
C -5.835 7.358 0.538 -0.17 0.22 0.09 0.526
C -5.307 6.677 1.780 -0.07 -0.16 0.05 -0.529
O -4.205 5.925 1.262 0.01 0.11 0.06 -0.254
C -3.755 6.561 0.154 -0.06 -0.08 0.01 0.620
O -2.751 6.286 -0.414 0.02 0.28 0.05 -0.505
O -4.620 7.541 -0.214 -0.01 -0.12 0.03 -0.364
H -7.470 8.514 1.310 0.00 -0.04 0.00 0.381
H -5.904 9.350 1.347 0.01 -0.05 0.05 0.349
H -6.757 9.159 -0.178 -0.08 -0.06 -0.01 0.360
H -6.477 6.680 -0.031 0.04 -0.05 0.01 0.303
H -6.027 6.014 2.254 0.09 -0.13 -0.06 0.330
H -4.926 7.389 2.517 -0.05 0.07 -0.04 0.283
C -8.090 -3.802 2.062 -0.22 -0.45 -0.18 -1.294
C -9.199 -4.642 2.637 0.34 0.23 -0.08 0.561
C -8.838 -5.410 3.885 -0.11 -0.01 0.15 -0.490
O -9.730 -6.537 3.823 0.09 0.04 0.03 -0.354
C -10.020 -6.750 2.516 0.03 0.05 -0.09 0.618
O -10.587 -7.714 2.106 -0.04 -0.07 0.00 -0.570
O -9.576 -5.731 1.756 -0.12 0.00 0.13 -0.347
H -7.853 -2.976 2.728 -0.02 0.03 0.02 0.380
H -7.186 -4.386 1.900 0.01 -0.02 0.08 0.340
H -8.378 -3.396 1.095 0.02 0.13 0.02 0.156
H -10.094 -4.033 2.802 -0.05 -0.08 0.02 0.285
H -9.002 -4.849 4.802 -0.11 -0.09 0.03 0.316
H -7.811 -5.779 3.862 0.03 0.06 -0.07 0.335
C 13.326 -1.327 3.686 0.11 0.02 -0.30 -1.461
C 12.016 -2.032 3.450 0.27 0.11 0.14 0.462
C 11.961 -3.472 3.912 -0.10 -0.04 0.11 -0.530
O 10.988 -4.035 3.021 0.10 0.01 0.01 -0.353
C 11.010 -3.311 1.882 -0.03 0.04 0.06 0.610
O 10.455 -3.611 0.875 0.00 -0.14 -0.06 -0.438
O 11.753 -2.190 2.042 -0.09 -0.03 0.05 -0.289
H 13.494 -1.185 4.754 -0.03 -0.01 0.01 0.386
H 14.155 -1.900 3.270 -0.02 -0.05 0.04 0.349
H 13.326 -0.352 3.200 -0.06 0.04 0.08 0.362
H 11.191 -1.456 3.877 -0.05 -0.04 -0.02 0.272
H 11.641 -3.586 4.944 -0.15 -0.07 -0.06 0.308
H 12.909 -3.994 3.764 0.05 0.07 -0.01 0.304

145
Properties=species:S:1:pos:R:3:forces:R:3:mulliken_charge:R:1 method="wB97M-V/def2-TZVPD" energy_ha=-6735.491904 homo_lumo_gap_ev=1.4 charge=+1 lumo_energy_ev=-8.50 homo_ha=-0.3621
C 2.492 0.624 3.729 -0.42 0.29 -0.11 -1.382
C 2.013 0.218 2.566 0.36 -0.09 0.19 0.274
C 0.522 0.218 2.334 0.38 0.69 -0.06 -0.151
C -0.056 -0.894 1.460 0.31 -0.32 0.19 -0.621
O -1.408 -0.650 1.017 0.63 0.41 0.47 -0.424
C -2.167 0.307 1.749 -2.13 0.32 -0.04 -0.073
C -3.629 -0.211 1.689 0.70 0.40 -0.60 -1.771
B -2.235 1.749 1.071 1.58 -0.65 -0.25 0.701
O -3.042 1.937 -0.060 0.29 0.60 1.56 -0.306
O -1.491 2.792 1.715 -2.08 0.13 -1.52 -1.192
C -2.081 4.059 1.315 2.60 2.30 -3.75 0.074
C -1.437 5.334 2.099 -0.80 -1.76 -0.32 -1.332
C -0.131 -2.221 2.252 0.70 -0.20 0.71 0.265
Cl -1.274 -2.024 3.637 -0.27 -0.02 -0.40 -0.079
C 1.225 -2.817 2.780 -0.73 -0.80 0.92 1.831
C 1.253 -4.344 2.597 0.40 0.40 0.53 -1.742
Cl 1.403 -2.540 4.553 0.64 0.01 -0.25 -0.163
C 0.685 -1.050 0.084 -0.25 -0.25 -0.64 0.341
O 1.959 -1.661 0.251 -0.88 0.95 0.30 0.348
C 2.968 -1.616 -0.721 2.90 -1.87 -0.38 -0.673
N 2.728 -2.152 -2.016 -0.71 0.55 -0.03 -0.116
C 4.005 -2.631 -0.091 -0.66 -0.35 0.16 -1.300
C 4.561 -2.090 1.293 1.80 -0.53 -0.87 0.716
C 6.037 -2.462 1.618 -1.77 -0.34 -2.71 1.163
N 7.060 -1.486 1.750 -1.22 -0.24 0.73 -0.346
O 6.303 -3.705 1.806 2.51 0.78 5.18 -0.943
O 3.575 -0.365 -0.763 -1.18 0.15 0.24 0.769
C 4.104 0.135 -1.988 0.83 1.15 -0.35 -0.028
C 5.427 -0.453 -2.457 -0.92 -0.16 0.18 -1.421
B -0.390 -1.843 -0.843 -0.07 -0.84 0.46 0.983
O -1.080 -1.038 -1.736 -0.85 0.69 0.22 -0.313
N -0.767 -3.218 -0.830 1.14 0.73 -1.41 -0.185
C 0.306 -4.217 -0.961 -0.75 -0.70 0.37 -1.092
C -1.706 -3.458 -1.948 -0.28 -1.26 0.33 -1.146
P 0.589 0.648 -0.783 0.51 0.38 -0.73 0.378
C 1.760 1.913 -0.171 -0.39 0.51 -0.03 -1.140
O 1.089 0.353 -2.308 0.23 0.09 0.94 -0.417
H 1.814 1.100 4.423 0.15 -0.28 0.45 0.309
H 3.527 0.507 4.007 0.20 0.40 -0.09 0.294
H 2.724 -0.052 1.805 -0.25 -0.44 -0.26 -0.246
H 0.070 0.209 3.322 -0.14 -0.21 0.08 0.945
H 0.270 1.207 1.944 -0.25 -0.09 -0.42 -0.629
H -1.984 0.362 2.819 0.86 -0.15 -0.04 0.201
H -3.771 -1.071 2.330 -0.12 -0.06 0.09 0.355
H -3.820 -0.454 0.646 -0.26 -0.27 -0.03 0.356
H -4.318 0.604 1.928 -0.21 -0.15 0.35 0.335
H -3.916 2.211 0.260 -0.10 -0.16 -0.74 0.313
H -3.198 3.988 1.609 3.69 1.36 -8.66 0.184
H -1.915 4.223 0.248 0.00 -0.12 0.09 0.581
H -1.562 6.205 1.464 0.18 0.20 0.02 0.480
H -0.383 5.083 2.275 -0.30 0.32 0.04 0.270
H -1.987 5.453 3.083 2.01 1.25 -1.46 0.632
H -0.635 -3.011 1.712 0.10 0.18 -0.70 0.624
H 2.115 -2.383 2.362 -0.23 0.42 -0.31 -1.020
H 0.260 -4.771 2.695 -0.11 -0.10 -0.27 0.307
H 1.831 -4.739 3.426 0.13 -0.24 -0.03 0.631
H 1.768 -4.641 1.688 -0.28 -0.06 -0.29 0.291
H 1.955 -1.749 -2.528 0.05 -0.04 -0.09 0.256
H 2.792 -3.152 -2.070 -0.24 -0.08 0.02 0.394
H 3.388 -3.504 0.135 0.17 -0.23 0.07 0.494
H 4.798 -2.990 -0.857 -2.40 1.33 1.41 0.580
H 4.053 -2.591 2.114 -0.36 0.30 0.17 -0.170
H 4.527 -1.005 1.334 -0.40 0.09 0.03 -0.276
H 7.373 -1.496 2.725 0.31 0.73 -0.08 0.370
H 6.749 -0.535 1.456 -0.07 0.14 0.31 0.046
H 3.385 0.192 -2.798 -0.27 -0.52 0.05 0.215
H 4.342 1.171 -1.775 -0.24 0.05 0.39 0.539
H 5.874 0.294 -3.105 0.14 -0.13 -0.19 0.600
H 5.250 -1.384 -2.986 0.35 -0.20 -0.06 0.362
H 6.061 -0.603 -1.589 0.21 -0.06 0.02 -0.098
H -1.824 -0.624 -1.275 -0.14 -0.10 0.05 0.075
H 0.712 -4.188 -1.973 0.33 0.09 0.02 0.353
H -0.143 -5.206 -0.866 -0.01 -0.09 0.13 0.528
H 1.066 -4.151 -0.196 0.20 0.37 -0.01 0.019
H -1.235 -3.246 -2.908 -0.15 0.30 -0.14 0.397
H -1.944 -4.520 -1.976 -0.07 -0.10 0.16 0.454
H -2.649 -2.943 -1.824 0.01 0.28 -0.11 0.064
H 2.639 1.557 0.353 0.02 -0.35 -0.03 -0.135
H 2.088 2.492 -1.033 0.02 -0.08 -0.18 0.614
H 1.224 2.607 0.473 -0.09 0.00 0.14 0.326
H 0.863 1.156 -2.806 -0.25 -0.16 -0.44 0.597
Be 7.762 -3.689 2.818 -1.86 -0.72 -1.89 0.480
C -3.915 0.608 -3.665 -0.48 0.99 0.72 -1.365
C -3.175 -0.692 -4.119 0.00 -0.47 -2.45 2.438
C -2.848 -0.649 -5.613 0.51 0.51 -0.01 -1.655
O -3.995 -1.664 -3.845 0.23 0.10 1.15 -0.465
H -4.864 0.754 -4.180 0.04 -0.33 -0.14 0.521
H -4.109 0.601 -2.594 0.10 -0.10 0.03 0.186
H -3.234 1.462 -3.886 0.39 -0.51 0.09 0.298
H -2.165 -0.645 -3.573 -0.55 0.10 0.49 -0.870
H -3.757 -0.560 -6.208 -0.10 -0.06 0.10 0.388
H -2.319 -1.550 -5.921 -0.07 -0.08 0.08 0.391
H -2.208 0.205 -5.849 0.01 -0.01 0.00 0.391
B 8.998 2.685 -1.330 1.24 0.45 -0.37 0.477
O 7.858 3.028 -2.238 -0.19 -0.41 0.45 -0.430
C 6.748 2.568 -1.732 -0.02 0.51 -0.52 0.618
O 5.650 2.672 -2.212 -0.09 0.08 0.17 -0.605
C 7.076 1.851 -0.409 0.26 -0.27 0.92 0.507
O 6.285 1.282 0.327 -0.04 -0.44 -0.20 -0.607
O 8.356 1.926 -0.183 -0.57 -0.25 -0.26 -0.440
F 9.601 3.818 -0.860 -0.15 0.06 0.15 -0.307
F 9.906 1.858 -1.963 -0.26 -0.25 0.02 -0.320
Cl 6.598 -3.110 -0.506 4.02 0.47 -2.62 -0.296
Al 8.641 -1.895 0.025 -0.55 -0.64 -0.15 0.507
C -2.444 10.019 -0.516 -0.15 -0.14 0.07 -1.284
C -1.299 9.572 0.379 0.15 0.30 -0.55 0.518
C -0.142 10.556 0.330 0.12 -0.07 0.17 -1.358
O -0.846 8.272 -0.024 -0.18 -0.25 0.34 -0.508
H -2.117 10.079 -1.557 0.07 0.09 0.02 0.338
H -3.265 9.302 -0.477 -0.02 0.02 0.04 0.301
H -2.822 10.996 -0.216 0.01 0.01 -0.02 0.382
H -1.653 9.473 1.406 0.05 -0.17 0.01 0.257
H 0.255 10.632 -0.686 -0.09 0.05 -0.04 0.356
H 0.674 10.221 0.970 -0.03 0.01 0.05 0.333
H -0.453 11.549 0.655 0.00 0.01 -0.03 0.377
H -0.529 8.340 -0.930 0.03 0.03 0.00 0.310
O -1.415 1.632 -2.706 0.53 0.07 0.60 -0.710
H -1.492 0.740 -2.359 0.08 -0.05 -0.17 0.532
C 1.134 -0.078 7.060 -0.02 -0.04 0.27 0.535
F 2.287 0.023 6.376 0.09 -0.05 0.08 -0.233
F 0.210 -0.601 6.236 -0.10 0.05 -0.04 -0.184
F 1.346 -0.962 8.039 -0.10 0.02 0.07 -0.250
S 0.570 1.557 7.672 0.05 0.31 0.40 1.101
O 0.416 2.308 6.438 -0.05 -0.02 -0.41 -0.610
O 1.652 1.992 8.518 0.17 -0.01 -0.08 -0.636
O -0.662 1.254 8.354 -0.22 -0.13 -0.10 -0.638
Cs -3.353 3.813 3.213 -6.64 -3.35 14.93 0.936
C -6.308 -3.832 -2.377 0.18 0.47 0.04 -0.541
C -5.663 -5.168 -2.817 -0.43 0.09 0.64 0.859
C -6.154 -5.785 -4.129 0.13 -0.19 -0.34 0.096
F -7.462 -6.094 -4.080 -0.03 0.08 0.11 -0.234
F -5.474 -6.932 -4.357 0.10 0.06 0.08 -0.268
F -5.761 -6.058 -1.807 -0.06 -0.11 -0.09 -0.288
F -4.334 -4.929 -2.988 0.19 0.20 -0.26 -0.283
O -7.330 -3.912 -1.394 -0.02 -0.60 -0.10 -0.411
C -8.641 -4.142 -1.742 0.38 0.60 -0.23 0.720
C -9.167 -5.456 -1.157 -0.18 -0.26 0.22 0.214
F -8.443 -6.501 -1.599 0.05 0.06 -0.08 -0.217
F -10.446 -5.638 -1.548 -0.01 0.13 -0.03 -0.255
F -8.813 -4.072 -3.073 -0.13 -0.15 0.01 -0.286
F -9.368 -3.136 -1.202 -0.13 -0.10 0.10 -0.305
H -5.521 -3.270 -1.876 0.12 -0.15 0.01 0.211
H -6.601 -3.213 -3.224 -0.12 -0.24 -0.16 0.435
H -5.978 -5.104 -4.967 0.02 0.06 0.05 0.299
H -9.120 -5.433 -0.067 0.00 0.11 0.00 0.244